Here is a 11-piece molecular cluster, C12H46BF4N2O10 overall from the OMol25 dataset. Energies are from the ωB97M-V functional and the def2-TZVPD basis.

Positions of all 75 atoms, in Å:
B1 -1.63624 -1.00567 -0.95926
F1 -0.86586 -0.21596 -0.12980
F2 -2.64539 -1.60133 -0.24618
F3 -2.17434 -0.33891 -2.08538
F4 -0.87205 -2.02972 -1.45572
C1 4.44280 1.77151 -1.91601
C2 3.11765 0.99049 -2.04348
O1 2.09115 1.91890 -1.96376
H1 5.31044 1.11850 -2.01021
H2 4.43401 2.25150 -0.93743
H3 4.45042 2.54173 -2.68723
H4 2.89819 0.32319 -1.21002
H5 2.99677 0.35928 -2.92386
H6 1.22622 1.50449 -1.92152
C3 0.75681 1.38789 -6.23953
C4 0.14856 0.81194 -7.55287
O2 0.66319 -0.50389 -7.73529
H7 0.57314 2.45327 -6.10049
H8 1.84217 1.29064 -6.26422
H9 0.38545 0.92557 -5.32495
H10 0.44022 1.48788 -8.35669
H11 -0.93748 0.73860 -7.49583
H12 0.24075 -1.08315 -7.09685
O3 -5.60502 -4.53631 -0.55539
H13 -5.20082 -5.21610 -1.09458
H14 -5.09588 -3.74755 -0.74211
O4 -4.41948 -1.58934 -5.03350
H15 -5.04419 -0.86577 -5.08262
H16 -3.71633 -1.26168 -4.47273
O5 2.49070 -4.42246 -4.21241
H17 2.45298 -4.44412 -3.25620
H18 1.65925 -4.02852 -4.47653
O6 -0.74940 -3.11361 -5.18160
H19 -0.95951 -2.87527 -4.27867
H20 -1.49250 -3.64421 -5.46886
O7 -4.64592 -4.56875 2.96158
H21 -3.73897 -4.29106 2.83294
H22 -5.04803 -4.48311 2.09717
O8 2.49130 -3.59518 -0.68532
H23 2.98660 -3.15872 0.00779
H24 1.66037 -3.12139 -0.72132
C5 1.70875 5.48884 2.71781
C6 0.64572 4.36475 2.51218
C7 -0.62007 4.84784 1.72296
O9 -1.24901 5.84171 2.49684
C8 -1.79863 6.86544 1.63879
N1 1.17288 3.28803 1.77537
H25 2.49370 5.08989 3.36030
H26 1.29973 6.34468 3.25479
H27 2.12423 5.92231 1.80809
H28 0.40218 4.03653 3.52266
H29 -1.33031 4.02558 1.63602
H30 -0.17274 5.27442 0.82517
H31 -2.80171 6.58851 1.31436
H32 -1.12747 7.18497 0.84158
H33 -1.99247 7.77716 2.20385
H34 0.49064 2.56062 1.61562
H35 1.30365 3.72137 0.87248
C9 -1.08114 -1.34888 4.63069
C10 0.04553 -2.42790 4.46444
C11 0.09665 -3.31838 5.78348
O10 0.56535 -2.67099 6.91969
C12 1.95830 -2.32881 6.81978
N2 -0.34220 -3.25446 3.31950
H36 -2.09346 -1.74082 4.53229
H37 -0.91657 -0.47860 3.99536
H38 -1.20954 -1.07613 5.67818
H39 0.99616 -1.95080 4.22615
H40 0.61345 -4.26794 5.64433
H41 -0.94589 -3.61445 5.89986
H42 2.59704 -3.08919 6.37039
H43 2.30288 -2.06960 7.82087
H44 2.02761 -1.40142 6.25124
H45 0.54978 -3.62014 3.01824
H46 -0.62473 -2.69773 2.52557

Cartesian forces, eV/Å:
-0.5 -0.1 -0.6
0.4 0.9 0.2
-1.4 -0.2 0.9
0.0 0.7 0.1
1.7 -1.4 -0.8
-1.0 -0.7 -0.1
0.1 -0.7 0.7
-1.0 1.9 -0.4
0.0 0.1 0.0
0.2 0.0 0.0
0.2 0.0 0.0
0.9 -0.4 0.3
0.5 0.2 -0.5
0.0 -0.3 0.0
-0.3 0.3 -0.3
0.5 -0.1 1.9
0.2 0.3 -0.8
-0.2 0.2 -0.2
0.0 -0.2 -0.1
-0.1 -0.4 -0.2
0.0 -0.5 -0.3
-0.1 0.4 0.0
-0.1 -0.1 0.2
-0.3 -0.1 0.3
0.1 -0.2 -0.1
0.2 0.4 0.0
-0.1 -0.3 -0.3
-0.1 0.1 0.0
0.3 0.1 0.3
0.2 -0.2 -0.2
0.1 0.1 0.4
-0.3 0.2 -0.2
0.3 0.0 -0.2
-0.1 0.2 0.5
-0.2 -0.1 -0.1
-0.1 -0.1 0.3
0.3 0.1 0.0
-0.1 0.0 -0.4
0.2 -0.3 -0.1
0.1 0.1 0.1
-0.5 0.2 -0.1
-0.7 -0.3 0.3
-1.0 1.6 0.7
1.3 0.1 2.5
-0.5 1.9 -1.1
-0.4 0.1 1.3
1.3 -0.7 -0.9
0.2 0.0 -0.3
-0.4 -0.1 0.1
0.1 -0.4 -0.3
-0.4 0.0 0.0
0.2 -0.2 -0.8
-0.6 -0.2 -0.6
0.1 -0.3 -0.7
0.0 -0.5 -0.2
0.3 -0.1 0.5
-0.2 -0.2 0.1
0.6 -0.6 -0.7
0.5 -0.5 1.0
-1.8 0.5 0.6
-0.7 0.2 -2.0
0.9 0.1 0.4
-0.9 0.9 0.3
0.9 -0.7 0.3
0.1 -0.5 -1.0
-0.2 -0.1 0.1
0.9 0.6 0.2
0.2 0.3 0.5
0.5 -0.1 -0.4
-0.1 0.2 0.5
-0.2 -0.3 0.0
0.0 -0.3 0.1
0.3 0.0 -0.3
0.0 -0.8 -0.4
-0.3 0.4 0.0

## Properties
* electronic energy: -1771.2603 a.u.
* frontier orbital gap: 9.6 eV
* total charge: -1
* LUMO energy: 0.0863 hartree
* multiplicity: 1